The following is a DFT calculation (wB97M-V/def2-TZVPD) of a structure of composition C21H45N7O4PV.

Calculated values
- HOMO-LUMO gap (alpha / beta): 7.93 / 8.29 eV
- Total charge: +2
- Relative energy (zero: lowest compared OMol25 entry of this formula, charge and spin): 0.0 kJ/mol
- 2S+1: 3
- HOMO (alpha / beta): -13.6 / -13.7 eV

Last column: Löwdin charge in e.
Geometry (Å):
V: -0.30 0.50 0.19  1.019
N: 0.83 1.35 -1.44  0.003
C: 0.01 1.40 -2.69  -0.171
C: -1.03 0.31 -2.66  -0.167
N: -1.85 0.44 -1.42  -0.192
C: -2.88 1.53 -1.61  -0.135
C: -2.79 2.74 -0.70  -0.247
N: -1.61 3.56 -1.00  0.025
C: -2.56 -0.84 -1.13  -0.171
C: -2.98 -0.87 0.33  -0.161
N: -1.77 -0.76 1.19  0.005
H: 1.20 2.28 -1.26  0.123
H: 1.62 0.73 -1.57  0.091
H: 0.64 1.31 -3.58  0.134
H: -0.48 2.37 -2.71  0.096
H: -0.56 -0.67 -2.65  0.086
H: -1.66 0.36 -3.55  0.141
H: -3.87 1.08 -1.49  0.125
H: -2.82 1.86 -2.65  0.129
H: -2.74 2.42 0.33  0.091
H: -3.73 3.29 -0.82  0.126
H: -1.37 4.14 -0.21  0.062
H: -1.82 4.19 -1.77  0.093
H: -1.87 -1.66 -1.32  0.089
H: -3.42 -0.98 -1.78  0.142
H: -3.55 -1.77 0.55  0.134
H: -3.62 -0.02 0.55  0.125
H: -1.35 -1.67 1.33  0.084
H: -2.03 -0.40 2.10  0.124
C: -1.97 6.26 3.44  -0.031
O: -0.66 5.87 3.86  -0.028
C: -0.13 4.74 3.41  -0.254
C: 1.16 4.44 3.90  0.032
C: 1.77 3.29 3.50  0.006
C: 1.17 2.40 2.58  -0.097
C: 1.80 1.17 2.23  -0.309
C: 3.10 0.76 2.86  0.021
O: 1.29 0.35 1.41  -0.102
C: -0.12 2.72 2.09  -0.262
O: -0.78 1.94 1.24  -0.203
C: -0.76 3.89 2.52  0.062
H: -2.18 7.19 3.96  0.105
H: -2.70 5.50 3.73  0.103
H: -1.99 6.42 2.37  0.100
H: 1.62 5.13 4.59  0.136
H: 2.75 3.07 3.90  0.122
H: 2.98 0.64 3.94  0.111
H: 3.86 1.52 2.70  0.104
H: 3.42 -0.18 2.42  0.087
H: -1.76 4.09 2.15  0.112
C: 1.02 -5.08 0.22  -0.083
N: 0.69 -3.66 0.34  -0.291
C: 0.81 -3.15 1.71  -0.081
P: 0.92 -2.65 -0.94  0.573
O: 0.48 -1.26 -0.52  -0.370
N: 0.09 -3.32 -2.18  -0.298
C: 0.41 -3.06 -3.59  -0.088
C: -1.07 -4.19 -2.01  -0.089
N: 2.47 -2.51 -1.49  -0.291
C: 3.38 -1.54 -0.88  -0.077
C: 3.17 -3.65 -2.08  -0.083
H: 0.34 -5.67 0.82  0.100
H: 2.04 -5.27 0.57  0.095
H: 0.94 -5.41 -0.81  0.071
H: -0.02 -3.52 2.32  0.095
H: 0.84 -2.07 1.72  0.052
H: 1.74 -3.51 2.17  0.098
H: 1.20 -2.32 -3.67  0.083
H: -0.48 -2.69 -4.10  0.090
H: 0.73 -3.97 -4.09  0.097
H: -1.35 -4.27 -0.96  0.080
H: -0.87 -5.20 -2.39  0.099
H: -1.92 -3.79 -2.57  0.089
H: 2.81 -0.76 -0.37  0.049
H: 4.01 -1.09 -1.65  0.097
H: 4.03 -2.02 -0.15  0.097
H: 2.47 -4.37 -2.50  0.072
H: 3.79 -4.16 -1.34  0.094
H: 3.82 -3.30 -2.88  0.099



The following is a DFT calculation (wB97M-V/def2-TZVPD) of a structure of composition C4H15NO2S in a non-equilibrium geometry.

Calculated values
- HOMO-LUMO gap: 5.41 eV
- Total charge: 0
- Relative energy (zero: lowest compared OMol25 entry of this formula, charge and spin): 440.4 kJ/mol
- HOMO: -7.2 eV

Last column: Löwdin charge in e.
Geometry (Å):
C: -0.87 -0.39 1.59  -0.057
C: -0.76 -1.77 1.27  0.076
S: -2.78 -0.85 -1.50  0.080
C: -0.29 0.67 0.66  -0.241
N: 1.15 0.91 0.81  -0.100
C: 1.95 -0.22 0.31  -0.092
H: -1.75 -1.06 0.90  0.119
H: -1.19 -0.13 2.59  0.144
H: -0.90 -2.47 2.08  0.115
H: -0.17 -2.11 0.43  0.109
H: -2.55 -2.03 -0.93  -0.390
H: -0.57 0.44 -0.36  0.051
H: -0.78 1.61 0.90  0.128
H: 1.37 1.19 1.76  0.116
H: 3.02 -0.06 0.43  0.088
H: 1.69 -0.36 -0.74  0.068
H: 1.68 -1.15 0.82  0.061
H: 0.43 3.57 -1.51  0.031
H: 0.91 2.36 -0.71  -0.003
O: 0.83 2.70 -1.62  -0.056
H: -0.04 0.36 -2.82  0.037
H: -0.62 -0.75 -1.98  -0.122
O: 0.24 -0.46 -2.38  -0.162



The following is a DFT calculation (wB97M-V/def2-TZVPD) of a cluster of 11 separate species, C17H44N6O23 in total in a non-equilibrium geometry.

Calculated values
- HOMO-LUMO gap (alpha / beta): 3.32 / 7.20 eV
- Total charge: -1
- 2S+1: 2
- HOMO (alpha / beta): -1.5 / -5.3 eV

Last column: Löwdin charge in e.
Geometry (Å):
C: 4.79 -0.65 -2.14  -0.200
O: 4.24 -0.48 -3.40  -0.125
H: 5.71 -0.09 -2.01  0.068
H: 4.10 -0.21 -1.42  0.058
H: 5.03 -1.71 -2.00  0.085
H: 3.42 -0.99 -3.48  0.009
C: 0.71 0.03 -0.65  -0.211
O: 0.65 1.35 -0.42  -0.108
H: 0.81 -0.54 0.28  0.068
H: -0.18 -0.29 -1.19  0.060
H: 1.55 -0.27 -1.27  0.074
H: -0.09 1.50 0.17  0.016
C: 1.59 -4.14 -0.99  0.076
N: 0.95 -4.15 0.42  -0.419
O: 1.22 -3.18 1.14  0.018
O: 0.22 -5.06 0.69  0.073
H: 1.58 -3.11 -1.35  0.079
H: 0.95 -4.74 -1.63  0.092
H: 2.60 -4.54 -0.89  0.090
C: -1.02 4.45 -1.87  0.046
N: -2.20 5.18 -1.34  -0.401
O: -2.15 5.43 -0.16  0.056
O: -3.26 5.41 -1.98  0.032
H: -0.95 3.55 -1.25  0.075
H: -0.08 4.97 -1.72  0.107
H: -1.09 4.05 -2.88  0.100
C: -3.70 -2.06 -3.14  -0.035
N: -2.35 -2.31 -2.47  -0.606
O: -1.51 -2.80 -3.21  -0.163
O: -2.21 -2.01 -1.30  -0.151
H: -3.72 -1.15 -3.73  0.048
H: -4.47 -1.90 -2.38  0.058
H: -3.98 -2.84 -3.85  0.056
C: 1.25 2.51 2.89  0.036
N: 2.47 3.30 2.94  -0.457
O: 2.68 3.96 1.92  0.046
O: 3.17 3.31 3.92  0.076
H: 1.61 1.64 2.34  0.096
H: 0.50 3.02 2.29  0.086
H: 0.86 2.17 3.85  0.102
C: 5.34 0.68 1.34  0.065
N: 4.36 -0.17 2.03  -0.438
O: 4.43 -0.38 3.21  0.082
O: 3.55 -0.71 1.27  0.039
H: 5.70 0.11 0.48  0.087
H: 6.03 0.68 2.18  0.096
H: 4.91 1.65 1.10  0.108
C: -2.16 -2.36 2.04  0.065
N: -3.48 -1.71 2.54  -0.415
O: -4.06 -2.26 3.43  0.052
O: -3.90 -0.70 1.99  0.054
H: -1.60 -2.74 2.90  0.088
H: -1.52 -1.60 1.59  0.080
H: -2.41 -3.19 1.38  0.094
C: 1.25 -0.78 3.73  -0.025
O: -0.15 -0.47 3.69  -0.010
C: -0.86 -0.21 4.74  -0.629
O: -0.46 -0.30 5.91  0.098
O: -2.09 -0.02 4.33  -0.030
C: -3.14 0.35 5.20  -0.035
H: 1.83 0.11 4.00  0.069
H: 1.47 -1.01 2.69  0.063
H: 1.56 -1.58 4.40  0.109
H: -3.98 0.78 4.65  0.097
H: -2.75 1.02 5.97  0.098
H: -3.50 -0.60 5.59  0.096
C: -2.90 0.99 -0.64  -0.041
O: -3.42 1.92 0.28  0.057
C: -2.62 2.45 1.13  -0.589
O: -1.40 2.29 1.14  0.074
O: -3.33 3.18 2.02  0.013
C: -2.60 3.83 3.06  -0.045
H: -3.58 0.23 -1.01  0.092
H: -2.24 0.25 -0.18  0.065
H: -2.26 1.41 -1.42  0.098
H: -2.23 3.07 3.74  0.086
H: -3.19 4.56 3.61  0.093
H: -1.77 4.46 2.72  0.089
C: 0.25 -3.14 -6.76  -0.042
O: 1.27 -3.18 -5.77  0.014
C: 1.44 -2.15 -4.94  -0.487
O: 2.25 -2.15 -4.02  0.090
O: 0.69 -1.06 -5.38  -0.041
C: 0.51 0.09 -4.57  -0.049
H: -0.73 -2.80 -6.44  0.101
H: 0.19 -4.21 -6.98  0.095
H: 0.57 -2.59 -7.64  0.093
H: 1.29 0.84 -4.65  0.098
H: 0.17 -0.12 -3.56  0.082
H: -0.42 0.60 -4.83  0.087